1.
Here is a 12-piece molecular cluster, C22H52Cl21O20P5 overall from the Open Molecules 2025 dataset. Energies are from ωB97M-V with the def2-TZVPD basis set.

XYZ file:
```
120
Properties=species:S:1:pos:R:3:forces:R:3
C 1.83665 0.02488 2.65616 -0.32 0.55 -0.21
O 2.81735 -0.69346 1.89887 0.08 0.34 -0.21
P 2.48423 -2.15931 1.42831 0.33 0.67 0.09
O 1.19129 -2.34524 0.79023 -0.53 -0.20 -0.51
O 3.70880 -2.49637 0.51510 0.50 -0.29 -0.21
C 5.05268 -2.50543 1.04496 0.27 0.75 -0.53
O 2.70437 -2.91433 2.77880 0.02 -0.58 0.62
C 2.48518 -4.32614 2.85108 0.31 -0.50 0.16
H 2.07256 -0.02845 3.71369 0.04 -0.07 0.05
H 0.83096 -0.34880 2.45764 0.12 -0.14 0.00
H 1.85164 1.06185 2.32626 0.19 0.02 0.06
H 5.05978 -2.57907 2.12773 -0.02 -0.28 0.05
H 5.56514 -1.57268 0.76506 -0.33 -0.11 0.08
H 5.60611 -3.29719 0.54857 -0.19 -0.27 0.21
H 3.40088 -4.80784 3.20212 0.00 0.16 -0.06
H 2.22639 -4.75457 1.88184 -0.17 0.07 0.04
H 1.71058 -4.52823 3.58408 -0.15 0.05 -0.06
C -1.11227 2.03441 -6.93671 0.32 0.09 0.05
O -0.31036 2.70481 -5.91968 -0.30 -0.98 -0.70
P -0.61216 4.18679 -5.48837 0.27 -0.29 0.08
O -1.98700 4.46341 -5.12529 -0.90 0.16 0.20
O -0.03428 4.99245 -6.69555 0.32 -0.26 -0.46
C 0.44648 6.30561 -6.53075 0.09 0.72 0.08
O 0.46097 4.43237 -4.35359 0.26 -0.37 0.22
C 0.23686 3.70575 -3.12923 -0.45 -0.11 0.29
H -1.92543 2.65933 -7.30792 -0.02 0.02 0.30
H -1.50046 1.10525 -6.51860 -0.06 0.18 0.10
H -0.47962 1.77896 -7.79279 0.12 0.17 0.28
H 1.27449 6.44277 -7.21748 0.05 0.05 -0.12
H 0.80101 6.46174 -5.51279 0.00 0.09 -0.02
H -0.34860 7.01089 -6.75888 0.00 0.14 0.00
H 1.15541 3.24328 -2.78453 0.17 0.32 -0.14
H -0.48186 2.89968 -3.25848 -0.08 0.06 -0.21
H -0.17506 4.37319 -2.37534 0.12 0.10 0.00
C 0.97823 0.87105 -1.15573 0.46 -0.42 -0.48
O -0.27205 1.58647 -1.20215 0.53 0.05 0.36
P -1.57452 0.81633 -0.78401 0.18 0.20 0.51
O -2.74612 1.68412 -0.73311 -0.50 0.13 -0.36
O -1.17913 0.16099 0.58517 -0.35 -0.34 0.82
C -2.21913 -0.53888 1.31950 0.23 0.12 0.18
O -1.60815 -0.44669 -1.71069 -0.14 -0.68 -0.58
C -1.50150 -0.28142 -3.12610 0.10 1.17 -0.47
H 1.69720 1.39308 -0.53100 -0.19 0.27 -0.03
H 1.36049 0.80296 -2.18038 0.00 0.13 0.15
H 0.90025 -0.14963 -0.77273 -0.35 0.08 0.03
H -3.20833 -0.16521 1.05956 0.17 -0.06 -0.10
H -2.06944 -0.34607 2.38413 0.15 0.03 -0.11
H -2.13930 -1.61059 1.13533 -0.02 0.06 -0.12
H -2.07426 -1.02824 -3.65079 -0.11 -0.35 0.26
H -0.45619 -0.32050 -3.43472 -0.02 -0.27 0.11
H -1.86442 0.70865 -3.44096 -0.16 -0.20 0.17
C -0.17388 3.82651 1.67875 0.21 0.08 0.02
O -0.33791 4.38549 3.00856 -0.31 0.10 -0.67
P 0.79723 4.21764 4.07249 0.70 0.00 -1.55
O 0.56471 4.84067 5.34391 -0.63 0.48 1.61
O 2.06712 4.75437 3.30219 0.87 -0.31 -0.03
C 3.37245 4.58978 3.91851 -0.26 0.05 0.00
O 1.07320 2.65525 4.09638 0.28 -0.09 0.03
C 0.28101 1.86843 4.96518 -0.33 -0.15 0.79
H -0.70994 4.45455 0.97547 -0.19 0.04 0.18
H -0.57465 2.81226 1.63573 0.00 0.06 0.13
H 0.87870 3.83077 1.38102 -0.08 -0.08 0.18
H 3.65611 3.53699 3.98154 -0.28 0.07 -0.03
H 3.38065 5.03054 4.91816 -0.08 0.03 -0.13
H 4.09533 5.09185 3.28158 -0.12 0.10 -0.04
H -0.46557 2.44260 5.52267 0.10 0.19 -0.24
H 0.93139 1.42458 5.72063 0.03 -0.24 -0.15
H -0.23706 1.11435 4.38796 0.03 -0.21 -0.10
C -3.23237 -6.95469 -0.03563 -0.49 -0.78 -0.89
O -3.57149 -6.75008 1.33285 -0.18 0.19 0.14
P -2.46161 -6.29828 2.33619 0.32 -0.24 -0.01
O -1.28968 -7.16440 2.45560 0.42 -0.05 0.07
O -2.11626 -4.83239 1.84612 -0.13 0.21 -0.08
C -0.98846 -4.14230 2.40773 -0.22 -0.15 -0.14
O -3.29381 -6.15892 3.66978 -0.53 0.07 -0.51
C -2.61438 -5.96116 4.89052 0.17 -0.07 0.91
H -3.67483 -7.90438 -0.35338 -0.03 0.09 0.25
H -2.17083 -7.04519 -0.24961 0.16 0.30 0.38
H -3.68577 -6.18749 -0.65881 0.15 0.28 0.18
H -0.41458 -4.81349 3.04350 0.14 -0.01 -0.10
H -1.35338 -3.31549 3.00754 -0.10 0.06 0.00
H -0.38241 -3.77202 1.58604 0.12 0.01 0.11
H -2.71399 -6.85128 5.51429 0.01 -0.03 -0.13
H -3.07575 -5.13081 5.42590 -0.01 0.06 -0.16
H -1.55166 -5.75956 4.76446 0.01 -0.01 -0.10
Cl 2.44376 -1.82044 5.97653 -0.01 -0.14 -0.13
C 0.71610 -2.06619 6.17458 -0.30 0.06 0.06
Cl 0.31053 -3.70703 6.68901 0.18 0.03 -0.12
Cl -0.20525 -1.63931 4.71169 0.22 -0.20 0.35
H 0.40091 -1.40211 6.96370 -0.14 0.10 0.04
Cl 3.66959 2.55218 -3.12108 0.11 -0.26 -0.28
C 4.50348 4.02589 -3.58597 0.15 0.38 0.59
Cl 6.11819 3.71535 -4.20849 -0.03 -0.09 0.01
Cl 4.57439 5.11180 -2.16773 0.04 -0.05 -0.37
H 3.94113 4.53343 -4.35219 -0.18 -0.01 -0.11
Cl 6.24963 1.40197 -0.15629 0.03 0.02 -0.04
C 4.88969 1.58523 0.95517 0.29 -0.12 0.04
Cl 3.75585 2.77878 0.35914 -0.11 0.18 0.18
Cl 5.45795 1.99659 2.57649 0.06 -0.07 -0.02
H 4.39561 0.62912 1.02302 -0.19 -0.07 0.02
Cl -5.74670 -0.24851 0.85987 -0.26 -0.22 0.13
C -5.63094 0.05637 -0.87060 0.23 0.56 -0.03
Cl -7.20886 0.33097 -1.58703 -0.14 -0.03 -0.01
Cl -4.74465 -1.19433 -1.71307 0.03 -0.43 -0.03
H -5.03825 0.95537 -0.97018 0.00 0.11 -0.09
Cl -4.48871 3.27130 2.14396 0.03 0.17 0.09
C -4.63281 4.00074 0.54078 0.35 -0.38 -0.17
Cl -3.31374 5.11360 0.19235 0.02 0.18 0.14
Cl -6.18497 4.77157 0.30760 -0.21 0.05 0.04
H -4.51473 3.18842 -0.15970 -0.08 -0.06 -0.14
Cl -2.03310 -2.13611 -6.04072 -0.08 0.09 -0.03
C -0.87124 -2.82583 -7.16935 0.01 -0.54 0.28
Cl -1.46299 -2.74316 -8.81313 0.01 0.11 -0.18
Cl -0.50193 -4.49915 -6.71885 -0.04 0.01 0.00
H 0.05657 -2.28962 -7.07481 0.10 0.29 -0.13
Cl 0.02170 -5.24333 -1.01893 0.22 -0.13 -0.01
C -0.60225 -3.71532 -1.62947 -0.06 -0.16 0.15
Cl -2.17073 -3.97580 -2.38978 -0.14 0.13 -0.02
Cl 0.50796 -2.94834 -2.74926 0.27 -0.04 -0.13
H -0.70523 -3.06549 -0.77698 -0.12 0.26 0.10
```
Forces are in eV/Å.

Computed properties:
* maximum force: 1.80 eV/Å
* SMILES: COP(=O)(OC)OC.COP(=O)(OC)OC.COP(=O)(OC)OC.COP(=O)(OC)OC.COP(=O)(OC)OC.ClC(Cl)Cl.ClC(Cl)Cl.ClC(Cl)Cl.ClC(Cl)Cl.ClC(Cl)Cl.ClC(Cl)Cl.ClC(Cl)Cl
* frontier orbital gap: 10.5 eV


2.
Here is a 3-piece molecular cluster, C5H15N2O overall from the Open Molecules 2025 dataset. Energies are from ωB97M-V with the def2-TZVPD basis set.

XYZ file:
```
23
Properties=species:S:1:pos:R:3:forces:R:3
C 2.25898 1.69170 0.49752 -0.82 -0.06 -0.17
C 1.83031 0.92367 -0.69411 1.24 0.41 1.11
C 1.86501 -0.46628 -0.75229 -0.41 -1.47 -0.16
C 2.26031 -1.31683 0.25790 1.27 1.36 -1.35
N -2.17605 0.34231 -1.61740 -0.04 0.65 0.16
C -3.08664 0.13497 -0.49944 0.27 -0.11 0.44
N -2.38482 0.50194 0.71284 0.63 0.19 -0.72
H 1.99696 1.19369 1.42878 -0.06 -0.06 0.03
H 1.82614 2.68842 0.48989 0.09 0.10 -0.02
H 3.35131 1.79434 0.51553 0.07 0.04 -0.34
H 1.62339 1.45999 -1.61377 -0.21 0.06 0.00
H -1.21702 0.28315 -1.31441 -0.06 -0.24 -0.08
H -3.43184 -0.90818 -0.45177 -0.09 0.04 -0.13
H 1.60790 -0.94847 -1.68930 -0.20 0.17 -0.02
H 2.71510 -0.91799 1.15723 -0.39 -0.27 0.33
H 2.38685 -2.36042 -0.00496 -0.24 -0.13 0.39
H -2.37160 -0.21426 -2.42295 0.03 -0.40 -0.32
H -3.95612 0.78546 -0.59690 -0.03 -0.04 -0.06
H -2.96654 0.82180 1.44844 -0.51 0.21 0.55
H -1.72218 -0.18998 1.02754 -0.31 -0.10 0.09
H -0.43003 -2.26813 1.91303 0.03 -0.59 0.46
H 0.44555 -1.48507 0.91275 0.09 -0.18 -0.01
O -0.42499 -1.54583 1.29584 -0.35 0.44 -0.19
```
Forces are in eV/Å.

Computed properties:
* maximum force: 2.30 eV/Å
* frontier orbital gap: 3.6 eV
* charge: +1


3.
Here is C5H7IO2 as an isolated structure from the Open Molecules 2025 dataset. Energies are from ωB97M-V with the def2-TZVPD basis set.

XYZ file:
```
15
Properties=species:S:1:pos:R:3:forces:R:3
C 0.16041 2.59497 0.31350 -0.21 -1.30 0.99
C 0.36898 1.71204 -0.64242 0.38 0.42 -1.62
C -0.73648 -1.48975 0.82909 2.29 0.68 1.16
C -0.52803 -1.84877 -0.60335 -1.08 -3.66 0.48
C 0.26327 0.29646 -0.32214 -0.46 -4.69 0.89
O -0.40252 -0.07613 0.79562 0.21 1.68 0.09
O 0.08657 -0.80953 -1.17593 2.26 4.89 -2.02
I 2.91931 0.03671 0.11509 -0.78 -0.10 -0.02
H 0.25727 3.61125 0.12566 0.17 1.65 -0.29
H -0.00165 2.26806 1.33297 -0.27 0.13 -0.05
H 0.74139 2.09880 -1.62954 -0.59 -1.14 0.92
H -1.74507 -1.57206 1.19855 -0.14 -0.11 0.21
H 0.05479 -1.94748 1.50629 -1.25 0.33 -0.67
H 0.01633 -2.82048 -0.73202 0.19 0.99 0.21
H -1.45457 -2.05410 -1.11138 -0.72 0.22 -0.28
```
Forces are in eV/Å.

Computed properties:
* maximum force: 5.76 eV/Å
* frontier orbital gap: 7.5 eV


4.
Here is C4H10N2O2 as an isolated structure from the Open Molecules 2025 dataset. Energies are from ωB97M-V with the def2-TZVPD basis set.

XYZ file:
```
18
Properties=species:S:1:pos:R:3:forces:R:3
C 1.11183 0.00269 -0.18317 4.35 0.44 3.37
N 1.88879 -0.94290 0.55522 -1.83 0.70 -1.50
C 1.41447 -1.21511 1.79855 1.38 -1.82 2.57
O 0.37489 -0.93081 2.38949 0.00 0.38 -1.30
C -0.04370 -0.60592 -1.01420 -2.24 -1.05 -2.44
N -0.72453 0.34808 -1.69809 0.09 -1.64 0.06
C -2.11255 0.29400 -1.45520 -1.49 4.47 1.24
O -2.77315 1.47055 -2.11182 4.18 -0.89 -0.60
H 1.42747 1.15897 3.25474 0.89 1.40 -0.11
H 0.62722 0.63064 0.53931 -0.41 0.93 -0.04
H 1.74832 0.46387 -0.93137 -0.15 0.42 0.09
H 2.16246 -1.88618 2.43867 -0.96 1.25 -1.44
H 0.62167 -1.18394 -1.66949 -0.26 -0.02 -0.06
H -0.67595 -1.15805 -0.35633 -0.22 -1.01 0.44
H 1.86775 1.81983 3.19636 -0.89 -1.34 0.13
H -2.31278 0.49204 -0.35564 0.29 -0.73 -0.69
H -2.72221 -0.47876 -1.82881 0.05 -1.96 -0.25
H -1.87999 1.72101 -2.56821 -2.78 0.48 0.53
```
Forces are in eV/Å.

Computed properties:
* maximum force: 5.52 eV/Å
* frontier orbital gap: 5.4 eV


5.
Here is C2H5IN2 as an isolated structure from the Open Molecules 2025 dataset. Energies are from ωB97M-V with the def2-TZVPD basis set.

XYZ file:
```
10
Properties=species:S:1:pos:R:3:forces:R:3
C 0.20514 0.39963 -0.15409 -2.02 -3.07 0.53
C 1.39104 -0.44559 0.27568 -0.78 0.75 -0.83
N 1.18701 -0.18096 -1.00450 0.83 -0.84 1.65
N 1.52110 -0.39657 -2.18436 0.39 0.28 -1.37
I 2.85293 -0.15202 1.71463 -0.26 -0.17 -0.56
H -0.86386 0.02635 -0.23524 1.35 0.01 0.37
H 0.25457 1.39652 0.00670 0.23 3.38 -0.01
H 2.11782 -2.47301 -0.59517 0.34 -0.30 -2.12
H 0.74462 -0.10437 -2.79104 0.19 0.01 0.24
H 2.23958 -2.49577 -1.40789 -0.28 -0.05 2.11
```
Forces are in eV/Å.

Computed properties:
* maximum force: 3.71 eV/Å
* frontier orbital gap: 7.9 eV


6.
Here is one molecule with the formula C14H21NO5S from the Open Molecules 2025 dataset. Energies are from ωB97M-V with the def2-TZVPD basis set.

XYZ file:
```
42
Properties=species:S:1:pos:R:3:forces:R:3
C 3.50069 2.91731 4.42444 -0.29 -0.33 -0.22
C 2.61639 2.22668 3.38897 0.06 0.36 0.11
C 2.46615 3.08897 2.13449 -0.07 -0.41 0.20
O 3.24343 0.97255 3.13600 0.10 0.12 0.13
C 2.60443 0.10980 2.22721 -0.20 -0.19 0.01
C 1.24498 -0.40977 2.71199 0.32 0.03 -0.15
C 0.68948 -1.51410 1.81149 -0.18 0.18 0.66
N 0.53016 -1.11321 0.42386 -0.57 0.57 -0.34
S -0.47450 0.21365 0.15940 0.45 -0.38 -0.59
O 0.32497 1.39917 -0.00699 -0.03 -0.15 -0.29
O -1.49395 0.21242 1.16347 -0.16 -0.37 0.06
C -1.17242 -0.24292 -1.41639 0.15 0.25 0.45
C -0.61747 0.23893 -2.58700 0.09 0.12 -0.01
C -1.13773 -0.17244 -3.79885 -0.21 -0.18 0.04
C -2.21315 -1.05485 -3.83749 0.08 -0.03 0.12
C -2.79522 -1.50255 -2.64116 0.14 0.19 0.01
C -2.25223 -1.09937 -1.42808 -0.24 -0.15 -0.22
O -3.88855 -2.32151 -2.63126 0.24 0.01 0.27
C -4.55644 -2.38218 -3.87407 0.03 0.02 -0.56
C -3.54458 -2.56742 -5.00271 -0.41 -0.33 0.28
O -2.66974 -1.45967 -5.05843 0.19 0.33 0.13
H 3.62923 2.27085 5.28811 0.02 -0.03 0.12
H 4.47892 3.11741 3.99580 0.13 0.06 -0.06
H 3.04925 3.85282 4.74184 -0.03 0.12 0.05
H 1.62040 2.05682 3.82712 0.11 0.00 -0.04
H 1.73584 2.67273 1.44392 -0.01 0.04 -0.07
H 3.42586 3.17517 1.62892 0.12 0.03 -0.05
H 2.13149 4.08197 2.42229 -0.05 0.12 0.01
H 3.30176 -0.72852 2.11854 -0.09 0.02 -0.10
H 2.48406 0.59919 1.25172 0.07 -0.06 0.05
H 0.52220 0.40729 2.71960 0.00 0.00 0.18
H 1.35195 -0.79322 3.72866 -0.02 0.04 0.04
H -0.30772 -1.79104 2.15861 0.17 -0.17 0.11
H 1.33354 -2.39733 1.82952 -0.10 0.02 -0.06
H 1.41600 -0.93913 -0.02796 0.11 0.09 -0.21
H 0.20632 0.93115 -2.53184 0.11 0.10 -0.08
H -0.72757 0.17012 -4.73508 0.06 0.05 -0.11
H -2.68503 -1.43749 -0.50197 -0.16 -0.11 0.11
H -5.24519 -3.22556 -3.81395 0.04 0.09 -0.06
H -5.12034 -1.45474 -4.04092 0.02 -0.10 0.04
H -4.03578 -2.62149 -5.97506 0.01 -0.04 0.11
H -2.96989 -3.48649 -4.82680 -0.05 0.09 -0.06
```
Forces are in eV/Å.

Computed properties:
* maximum force: 0.87 eV/Å
* SMILES: CC(C)OCCCNS(=O)(=O)c1ccc2c(c1)OCCO2
* frontier orbital gap: 9.5 eV


Here are the calculated ΔE to the lowest compared entry with this formula, charge and spin numbers, same order: 0.0, 106.6, 14.7, 199.1, 99.2, 10.5 (kcal/mol).